1.
17
Properties=species:S:1:pos:R:3:lowdin_spin:R:1 method="wB97M-V/def2-TZVPD" relative_energy_kcal_mol=7.8 lumo_energy_ha="-0.1865 / -0.3118" largest_force_ev_per_a=1.52 e_homo_ev="-12.4 / -12.4" spin_multiplicity=2 total_charge=+1 gap_ha="0.2693 / 0.1440"
C -2.35 1.82 2.44 0.059
S -2.71 0.15 1.93 0.517
S -2.90 0.27 -0.08 0.369
H -1.94 2.33 1.57 0.002
H -1.55 1.77 3.18 0.006
H -3.16 2.30 2.98 0.020
H -3.87 -0.63 -0.20 0.021
C 2.58 -0.92 -2.12 0.000
C 1.95 -1.01 -0.72 0.000
N 0.82 -0.07 -0.47 0.002
H 2.89 -1.90 -2.46 0.000
H 1.94 -0.46 -2.89 0.000
H 3.42 -0.24 -2.06 0.000
H 1.56 -2.02 -0.61 0.000
H 2.75 -0.75 -0.04 0.000
H 0.02 -0.49 -0.94 0.003
H 0.56 -0.15 0.50 0.000

2.
17
Properties=species:S:1:pos:R:3:lowdin_spin:R:1 method="wB97M-V/def2-TZVPD" relative_energy_kcal_mol=24.6 lumo_energy_ha="0.2367 / 0.2370" largest_force_ev_per_a=2.80 e_homo_ev="1.3 / 0.8" spin_multiplicity=2 total_charge=-2 gap_ha="0.1884 / 0.2075"
C -0.95 -0.13 -0.72 0.021
C -0.13 0.85 0.07 0.296
C -1.06 1.74 0.96 0.019
S -1.76 0.83 2.40 0.060
H -1.45 -0.82 -0.11 0.006
H -1.76 0.38 -1.18 0.009
H -0.46 -0.70 -1.48 0.001
H 0.66 1.33 -0.47 0.011
H 0.37 0.11 0.81 0.147
H -0.54 2.65 1.49 -0.001
H -1.97 2.15 0.49 0.012
H 0.58 -0.59 1.29 0.365
H 0.73 -3.31 -0.74 -0.001
O 0.79 -2.35 -0.83 0.026
H 2.76 -0.44 -1.28 0.002
H 1.68 -1.25 -0.35 0.009
O 2.50 -0.46 -0.35 0.018

3.
17
Properties=species:S:1:pos:R:3:lowdin_spin:R:1 method="wB97M-V/def2-TZVPD" relative_energy_kcal_mol=151.5 lumo_energy_ha="-0.0696 / -0.1141" largest_force_ev_per_a=4.72 e_homo_ev="-8.7 / -8.7" spin_multiplicity=2 gap_ha="0.2505 / 0.2060"
C 0.18 1.33 0.21 0.005
C -0.65 0.22 0.60 0.000
C -2.13 0.25 0.37 0.081
S -2.51 -0.47 -1.35 0.879
H 1.21 1.12 0.01 0.000
H -0.17 1.54 -0.83 0.004
H 0.03 2.29 0.85 0.001
H -0.51 -0.06 1.62 0.000
H -0.34 -0.60 -0.03 0.000
H -2.88 -0.24 1.10 0.019
H -2.38 1.35 0.29 0.015
H 0.03 -1.16 -0.47 -0.001
H 1.76 -0.94 -2.03 0.000
O 1.86 -0.22 -1.40 -0.003
H 2.46 -2.21 0.72 0.000
H 1.91 -0.86 -0.41 0.000
O 2.11 -1.32 0.74 0.001

4.
19
Properties=species:S:1:pos:R:3:lowdin_charge:R:1 method="wB97M-V/def2-TZVPD" relative_energy_kcal_mol=0.0 lumo_energy_ha=0.1320 largest_force_ev_per_a=1.28 e_homo_ev=-4.0 total_charge=-1 gap_ha=0.2773
O -0.75 0.71 2.70 0.012
C 0.00 0.30 1.85 -0.312
C 0.67 1.17 0.85 -0.225
C -0.31 1.27 -0.37 -0.633
S -0.40 -0.28 -1.35 0.423
H 0.17 -0.79 1.75 0.102
H 0.83 2.17 1.28 0.109
H 1.58 0.79 0.40 0.096
H -1.30 1.55 -0.04 0.042
H 0.04 2.05 -1.04 0.043
H 2.63 0.38 -3.59 0.005
H 1.46 0.27 -2.58 -0.095
O 2.36 0.66 -2.71 -0.141
H 0.40 -2.06 -0.17 -0.099
H -0.12 -3.30 0.55 0.019
O 0.68 -2.78 0.44 -0.141
H -2.32 -0.67 -0.05 -0.084
H -2.64 -0.52 1.44 0.003
O -2.98 -0.92 0.62 -0.124

5.
17
Properties=species:S:1:pos:R:3:lowdin_charge:R:1 method="wB97M-V/def2-TZVPD" relative_energy_kcal_mol=35.3 lumo_energy_ha=0.0207 largest_force_ev_per_a=3.22 e_homo_ev=-9.3 gap_ha=0.3640
C -0.47 0.77 1.90 -0.226
C -0.76 0.96 -1.49 -0.225
C -0.99 -1.76 -0.16 -0.269
O 2.64 0.88 0.50 -0.474
Si -0.24 0.04 0.10 0.395
P 1.88 -0.72 0.07 0.749
H -1.32 1.58 2.12 0.068
H -0.58 0.02 2.68 0.015
H 0.41 1.33 1.97 -0.037
H 0.02 1.42 -2.17 0.053
H -1.03 0.12 -2.13 0.002
H -1.64 1.58 -1.43 0.009
H -0.27 -2.47 0.26 -0.018
H -2.06 -2.11 0.11 0.054
H -0.76 -1.89 -1.27 0.023
H 3.58 0.71 0.30 -0.010
H 1.59 -0.47 -1.33 -0.111

6.
17
Properties=species:S:1:pos:R:3:lowdin_charge:R:1 method="wB97M-V/def2-TZVPD" relative_energy_kcal_mol=33.7 lumo_energy_ha=-0.0149 largest_force_ev_per_a=1.68 e_homo_ev=-7.5 gap_ha=0.2602
C -1.02 -0.05 -1.68 -0.221
C -0.85 0.61 1.55 -0.236
C 2.50 0.24 -0.47 -0.492
O -2.76 -1.04 0.21 -0.213
Si -1.11 -0.64 0.12 0.569
P 1.88 -1.39 0.17 0.626
H -0.83 -0.88 -2.35 0.022
H -1.95 0.42 -1.98 0.024
H -0.21 0.66 -1.81 0.009
H -1.73 1.24 1.68 0.021
H -0.64 0.12 2.49 0.018
H -0.01 1.27 1.34 0.006
H 3.56 0.33 -0.25 0.012
H 2.37 0.27 -1.55 0.004
H 1.97 1.08 -0.02 -0.002
H -3.19 -1.21 1.05 0.038
H 2.02 -1.03 1.52 -0.185